[1]
16
Properties=species:S:1:pos:R:3:forces:R:3:mulliken_charge:R:1 method="wB97M-V/def2-TZVPD" total_energy_ev=-12467.1056 smiles="CC(=O)O.CC(=O)O" homo_ev=-10.71 de_lowest_kcal_mol=47.4
C -3.487 0.786 -0.177 -1.7567 1.8324 -3.7357 -0.80
C -2.642 -0.401 0.034 -2.9278 1.3642 -3.1939 0.62
O -2.686 -1.410 -0.639 1.1988 0.3006 1.5243 -0.56
O -1.906 0.036 0.992 4.0407 -2.1017 2.0139 -0.36
H -4.000 0.603 -1.214 0.4871 0.7389 2.0679 0.28
H -4.207 0.762 0.637 -0.3077 0.5220 -0.1033 0.24
H -2.891 1.821 -0.219 -1.3473 -2.5324 0.2902 0.25
H -1.144 -0.561 0.927 0.6310 -0.1253 1.1391 0.33
C 2.095 -0.717 0.044 -2.6309 0.0764 -0.4084 -0.73
C 3.486 -0.240 -0.036 0.0015 1.2068 -0.4250 0.56
O 4.482 -0.839 0.230 0.3471 -0.1907 -0.0789 -0.53
O 3.423 1.070 -0.366 2.3823 1.6424 -0.5530 -0.46
H 2.112 -1.793 0.163 -0.2223 -0.0975 0.3921 0.35
H 1.659 -0.161 0.930 0.3216 -0.9415 -0.7848 0.17
H 1.366 -0.482 -0.843 1.8319 -0.1553 1.4268 0.29
H 4.340 1.525 -0.463 -2.0493 -1.5393 0.4287 0.35

=====

[2]
18
Properties=species:S:1:pos:R:3:forces:R:3:mulliken_charge:R:1 method="wB97M-V/def2-TZVPD" total_energy_ev=-25347.4954 smiles="CCC(=S(=O)=O)C(O)(O)O" homo_ev=-9.68 de_lowest_kcal_mol=40.8
C -1.082 -1.793 -0.726 0.7583 0.0367 0.2728 -1.11
C -0.602 -1.099 0.521 -1.1124 -1.2491 4.2906 -0.44
C 0.443 -0.106 0.475 1.0906 2.7708 -2.0058 0.09
S 1.870 -0.510 -0.145 2.2392 0.5722 1.7125 0.86
O 2.915 0.509 -0.176 -1.0610 0.1593 -0.5115 -0.62
O 2.357 -1.851 -0.032 -0.5541 -0.7573 -0.4556 -0.55
C 0.039 1.491 0.067 -1.6821 -2.3965 1.6385 0.60
O 0.861 2.429 0.606 0.9356 -0.2290 -0.7466 -0.51
O -1.194 1.742 0.693 0.4835 -0.0799 0.3924 -0.60
O -0.173 1.483 -1.292 -0.2373 0.4707 -0.0753 -0.50
H -0.658 -1.280 -1.575 -0.2279 0.0274 -0.5348 0.34
H -0.680 -2.813 -0.675 -0.5493 0.1883 -0.4338 0.34
H -2.145 -1.720 -0.686 -0.7774 -0.5010 -0.6200 0.31
H -0.331 -1.948 1.281 -0.0461 1.5627 -1.1765 0.36
H -1.375 -0.526 1.133 0.2808 -0.8632 -1.1909 0.33
H 1.751 2.145 0.364 0.6897 0.2357 0.0788 0.43
H -0.907 2.056 1.575 -0.6288 -0.0292 -0.4730 0.33
H -1.089 1.792 -1.408 0.3985 0.0813 -0.1621 0.33

=====

[3]
14
Properties=species:S:1:pos:R:3:forces:R:3:mulliken_charge:R:1 method="wB97M-V/def2-TZVPD" total_energy_ev=-17159.6612 smiles="CC(C)(O)C=S" homo_ev=-9.09 de_lowest_kcal_mol=18.2
C -1.360 1.385 -0.101 -1.5863 -0.8499 0.0818 -1.47
C -0.713 0.002 0.007 -0.2188 0.0727 1.2305 1.40
C -1.595 -1.078 -0.532 -0.8722 -1.3165 -1.2479 -1.55
O -0.531 -0.288 1.414 0.7470 -0.0432 -0.7972 -0.53
C 0.583 0.043 -0.737 -0.0723 -0.6018 -0.2707 -0.35
S 2.005 0.007 -0.024 0.8003 0.0458 0.0776 -0.26
H -0.786 2.058 0.488 0.4624 0.8086 0.3120 0.39
H -1.459 1.693 -1.134 0.3172 0.2118 -0.2768 0.38
H -2.416 1.372 0.277 0.9525 -0.1824 -0.0299 0.33
H -1.127 -2.073 -0.540 0.2733 0.2903 0.2627 0.35
H -2.483 -1.195 0.105 0.1385 0.3123 -0.3064 0.37
H -1.885 -0.939 -1.597 -0.0384 0.2778 0.6717 0.35
H 0.315 -0.794 1.480 -0.7368 0.6069 0.0850 0.31
H 0.518 -0.036 -1.829 -0.1664 0.3675 0.2078 0.28

=====

[4]
14
Properties=species:S:1:pos:R:3:forces:R:3:mulliken_charge:R:1 method="wB97M-V/def2-TZVPD" total_energy_ev=-17158.6058 smiles="O=CCCCS" homo_ev=-8.86 de_lowest_kcal_mol=42.5
O 1.018 1.834 -0.761 -0.6901 1.7344 -1.6251 -0.49
C 0.140 1.342 -1.439 -0.2187 -1.2876 1.7964 0.07
C 0.017 -0.157 -1.220 1.4862 -0.2140 -2.5388 -0.57
C -0.652 -0.588 0.069 2.1256 1.2482 0.5422 -0.61
C 0.146 0.130 1.257 -1.6312 -0.1150 1.9210 -0.45
S 0.936 -1.027 2.508 -0.0558 1.1285 -0.4262 -0.22
H -0.631 1.810 -2.103 0.7709 0.5566 0.3129 0.33
H 1.163 -0.306 -1.252 -1.8477 -1.0311 0.2313 0.27
H -0.478 -0.615 -2.115 0.4930 0.1224 0.6447 0.32
H -1.634 -0.109 0.108 -0.1834 -0.8255 -0.1059 0.28
H -0.640 -1.700 0.125 -0.3307 0.9041 0.1675 0.38
H -0.768 0.602 1.798 2.1881 -0.1253 -0.4576 0.29
H 0.996 0.852 1.058 -1.7139 -0.8890 -0.2700 0.30
H 0.388 -2.069 1.965 -0.3921 -1.2067 -0.1924 0.09

=====

[5]
14
Properties=species:S:1:pos:R:3:forces:R:3:mulliken_charge:R:1 method="wB97M-V/def2-TZVPD" total_energy_ev=-17158.1030 homo_ev=-9.08 de_lowest_kcal_mol=54.1
C -0.100 1.521 -0.017 -2.5902 -0.2742 -1.1750 -0.70
C 0.754 0.346 0.053 0.0877 -2.2959 1.3573 -0.14
C -0.903 -1.385 -0.888 -0.9503 1.3570 4.0933 -0.86
C 0.055 -1.028 0.371 -0.5290 0.9616 0.1760 -0.64
O 1.880 2.436 1.548 1.2669 1.2178 0.1544 -0.57
S 0.776 1.501 1.557 -0.6213 -1.4674 -0.9960 0.37
H 0.134 2.269 -0.773 0.1427 0.1823 0.5310 0.31
H -1.214 1.247 -0.024 1.4976 0.7944 0.3204 0.33
H 1.616 0.179 -0.593 0.1095 0.7579 0.3485 0.42
H -1.816 -1.866 -0.393 0.9356 0.7160 -1.2144 0.22
H -0.411 -2.112 -1.479 0.3350 -0.1953 -1.0739 0.33
H -1.133 -0.354 -1.285 -0.0983 -1.7113 -0.4168 0.31
H 0.805 -1.808 0.496 0.1046 0.0960 -0.0295 0.37
H -0.444 -0.947 1.423 0.3094 -0.1389 -2.0753 0.26

=====

[6]
14
Properties=species:S:1:pos:R:3:forces:R:3:mulliken_charge:R:1 method="wB97M-V/def2-TZVPD" total_energy_ev=-17157.2658 smiles="CC(C)OC=S" homo_ev=-8.58 de_lowest_kcal_mol=73.4
C 0.541 1.328 -0.306 -0.1480 1.0690 -1.9135 -0.84
C 0.267 -0.159 0.178 1.2732 2.3881 0.5586 0.09
C 1.292 -1.336 -0.240 0.8850 4.1497 1.9290 -0.94
O -1.029 -0.429 -0.312 1.3827 -1.0639 -0.2459 -0.22
C -2.021 -0.081 0.430 -3.1574 -0.1255 0.3293 -0.02
S -3.517 -0.260 -0.267 0.7422 0.5118 1.2377 -0.29
H -0.593 1.931 -0.449 3.5143 -1.5484 1.2296 0.25
H 0.789 1.255 -1.472 0.3083 0.5732 2.5158 0.26
H 1.405 1.876 0.466 -2.6960 -1.3625 -2.7738 0.27
H 0.164 0.181 1.231 0.2705 -1.8369 0.1717 0.34
H 0.844 -2.235 0.086 -0.4222 -1.1709 -0.2555 0.34
H 2.269 -1.181 0.490 -2.2216 -0.3099 -2.4210 0.26
H 1.429 -1.155 -1.346 0.3268 -0.8270 1.3113 0.27
H -1.839 0.265 1.511 -0.0578 -0.4471 -1.6732 0.23

=====

[7]
14
Properties=species:S:1:pos:R:3:forces:R:3:mulliken_charge:R:1 method="wB97M-V/def2-TZVPD" total_energy_ev=-17155.8253 homo_ev=-9.07 de_lowest_kcal_mol=106.7
C -0.542 -0.485 -0.297 0.3102 -1.6422 1.7835 -0.02
C -0.208 0.613 0.577 1.1203 0.8196 1.8471 0.13
C -0.259 -1.909 0.108 -1.2047 0.8521 3.4280 -1.30
C 0.270 1.893 -0.035 2.4994 0.0218 2.9109 -1.14
O -2.797 1.218 -1.119 2.5035 -2.1088 3.9973 -0.60
S -1.964 0.271 0.421 -3.6926 2.1719 -3.4157 0.17
H -0.448 -0.307 -1.315 -0.0891 0.4205 -1.8112 0.49
H 0.229 0.349 1.621 -0.9832 0.4624 -1.8405 0.34
H -1.008 -2.460 -0.389 -0.6425 -1.2588 -0.3862 0.36
H -0.380 -2.115 1.355 0.6488 0.6648 -3.7015 0.25
H 0.688 -2.092 -0.310 1.3974 -0.9366 0.0543 0.39
H -0.323 2.139 -0.875 -0.3055 0.4291 -1.0499 0.37
H 1.384 1.657 -0.203 -1.5459 0.8843 -0.3868 0.29
H 0.232 2.688 0.787 -0.0161 -0.7801 -1.4292 0.28

=====

[8]
14
Properties=species:S:1:pos:R:3:forces:R:3:mulliken_charge:R:1 method="wB97M-V/def2-TZVPD" total_energy_ev=-17157.6661 homo_ev=-8.84 de_lowest_kcal_mol=64.2
C 0.425 -0.135 1.034 -1.4452 -2.4028 0.6441 -0.73
C 0.229 0.264 -0.365 0.4850 0.6120 -2.2760 0.89
C 0.975 -0.539 -1.383 1.8943 -3.2758 5.4601 -1.44
C -0.441 1.303 -0.830 -1.1841 0.3130 1.6228 -0.91
O -2.032 0.729 1.784 -2.2034 2.1220 -0.8695 -0.52
S -1.182 -0.387 2.060 2.6819 -2.3245 1.1999 0.29
H 0.893 0.591 1.687 0.3604 0.0110 -0.0737 0.36
H 0.899 -1.168 1.051 -0.1560 1.3915 0.3626 0.34
H 0.891 -0.342 -2.352 -0.6296 1.3793 -3.8845 0.46
H 0.634 -1.621 -1.225 0.6846 1.1025 -0.3442 0.28
H 2.074 -0.499 -1.065 -1.1985 -0.3200 -0.7004 0.27
H -1.078 1.817 -0.138 -0.0740 0.6630 0.2205 0.28
H -0.541 1.593 -1.848 0.2306 -0.1709 -0.7193 0.30
H -1.747 -1.606 1.590 0.5538 0.8996 -0.6424 0.12

=====

[9]
14
Properties=species:S:1:pos:R:3:forces:R:3:mulliken_charge:R:1 method="wB97M-V/def2-TZVPD" total_energy_ev=-17159.1692 smiles="OCCCC=S" homo_ev=-8.54 de_lowest_kcal_mol=29.5
O -0.107 -1.349 2.383 -0.6173 -0.0630 -0.6689 -0.50
C -1.113 -1.185 1.358 2.0486 0.5591 -0.9407 -0.44
C -0.295 -1.278 0.036 -1.3125 -1.6528 -0.7448 -0.47
C 0.843 -0.310 -0.064 -0.5140 2.1618 -0.9181 -0.46
C 0.264 1.050 -0.421 -0.3879 -0.0847 0.6585 -0.29
S 0.307 1.699 -1.877 0.0602 0.3312 -0.4895 -0.23
H -0.544 -1.352 3.228 -0.2190 -0.0104 0.5902 0.28
H -1.593 -0.220 1.442 -0.1346 0.4416 0.1048 0.30
H -1.876 -1.927 1.374 -0.4813 -0.8521 0.1805 0.35
H 0.181 -2.309 0.025 -0.8714 0.9613 -0.1532 0.30
H -0.966 -1.128 -0.920 1.1098 -0.5866 1.9133 0.29
H 1.348 -0.124 0.861 0.5908 -0.5929 0.6349 0.30
H 1.500 -0.581 -0.888 0.2110 -0.1234 0.2579 0.33
H -0.301 1.588 0.378 0.5177 -0.4891 -0.4249 0.25

=====

[10]
14
Properties=species:S:1:pos:R:3:forces:R:3:mulliken_charge:R:1 method="wB97M-V/def2-TZVPD" total_energy_ev=-7154.6080 homo_ev="-5.54 / -4.66"
H -1.315 1.181 -0.504 1.7932 0.9103 2.0894 0.19
C -0.863 1.016 0.610 -2.6091 0.1945 -0.4552 -0.98
C 0.641 0.925 1.097 -1.7870 1.0135 -0.6412 -0.36
C 0.616 0.218 -0.140 3.8735 -1.4826 -3.4286 -0.30
H -1.405 1.732 1.231 -0.9370 -0.0306 0.4987 0.40
H -1.204 -0.020 0.539 -0.9651 0.0955 1.6124 0.25
H 0.740 0.317 1.997 -0.0801 0.2531 -0.1298 0.24
H 1.131 1.897 1.120 0.1191 -0.1785 0.1756 0.26
H 0.601 0.803 -1.067 0.4925 -0.2935 0.3760 0.40
C 0.636 -1.260 -0.357 0.5069 1.0976 1.2377 -0.66
O -0.387 -1.633 -1.180 -0.8778 -0.9524 -2.5208 -0.80
Sr -1.441 -2.023 -3.300 0.8428 0.2992 1.7390 0.90
H 0.552 -1.753 0.632 0.0936 -0.0446 -0.0821 0.22
H 1.698 -1.398 -0.678 -0.4654 -0.8816 -0.4711 0.26